Formula: C27H42AuF3N4O4S2SbSi3
Source: the OMol25 dataset
Level of theory: ωB97M-V/def2-TZVPD

Atoms and positions in Å:
Au -16.573 -13.859 -6.174
F -12.750 -14.118 -0.795
C -13.470 -13.738 -1.854
F -12.720 -12.850 -2.530
F -14.523 -13.097 -1.364
C -13.868 -14.892 -2.739
C -13.445 -16.185 -2.475
C -13.821 -17.248 -3.299
C -14.525 -16.940 -4.453
N -14.922 -15.720 -4.758
C -14.638 -14.723 -3.913
S -15.417 -13.234 -4.367
H -12.855 -16.391 -1.583
H -13.515 -18.269 -3.076
H -14.812 -17.700 -5.163
N -15.972 -19.954 -9.299
C -15.678 -18.767 -8.702
O -14.594 -18.228 -8.803
C -16.742 -18.174 -7.801
C -17.816 -18.875 -7.269
C -18.663 -18.228 -6.366
C -18.402 -16.905 -6.048
N -17.368 -16.234 -6.566
C -16.562 -16.846 -7.435
H -15.270 -20.259 -9.982
H -16.930 -20.141 -9.566
H -17.991 -19.923 -7.491
H -19.500 -18.762 -5.926
H -19.039 -16.361 -5.360
H -15.726 -16.292 -7.866
N -17.466 -13.717 -8.163
C -16.598 -13.545 -9.320
C -15.227 -13.729 -9.207
C -14.441 -13.477 -10.317
C -14.963 -12.982 -11.517
C -16.354 -12.850 -11.599
C -17.182 -13.135 -10.527
S -13.819 -12.367 -12.820
O -14.633 -12.534 -14.022
O -13.589 -10.983 -12.360
O -12.661 -13.233 -12.670
H -18.211 -13.019 -8.203
H -17.960 -14.619 -8.264
H -14.795 -14.056 -8.250
H -13.368 -13.590 -10.241
H -16.782 -12.501 -12.534
H -18.260 -13.024 -10.569
C -18.255 -10.460 -2.957
Si -16.872 -9.577 -3.891
C -15.251 -9.670 -2.930
C -17.319 -7.739 -4.073
Sb -16.702 -10.522 -6.196
Si -14.693 -9.572 -7.465
C -14.877 -9.950 -9.307
C -13.144 -10.301 -6.655
C -14.766 -7.727 -7.068
Si -18.945 -10.132 -7.408
C -20.182 -11.447 -6.800
C -19.610 -8.416 -6.947
C -18.617 -10.213 -9.246
H -18.225 -10.055 -1.937
H -18.106 -11.545 -2.866
H -19.243 -10.289 -3.385
H -15.438 -9.222 -1.951
H -14.442 -9.112 -3.401
H -14.898 -10.691 -2.738
H -17.343 -7.340 -3.049
H -18.297 -7.572 -4.519
H -16.558 -7.187 -4.629
H -15.064 -11.003 -9.538
H -13.918 -9.716 -9.812
H -15.655 -9.375 -9.802
H -13.025 -11.376 -6.820
H -13.138 -10.140 -5.557
H -12.265 -9.791 -7.063
H -15.702 -7.243 -7.364
H -13.978 -7.225 -7.646
H -14.563 -7.525 -6.005
H -20.485 -11.245 -5.747
H -19.823 -12.489 -6.812
H -21.113 -11.424 -7.391
H -19.964 -8.420 -5.903
H -20.475 -8.153 -7.594
H -18.848 -7.635 -7.067
H -17.909 -10.975 -9.602
H -18.232 -9.233 -9.572
H -19.569 -10.380 -9.783

Total charge: +1
⟨S²⟩: 2.028
HOMO (alpha / beta): -9.491 / -9.491 eV
E_LUMO (alpha / beta): -3.17 / -6.85 eV
ΔE to the lowest compared entry with this formula, charge and spin: 0.0 kJ/mol
Kohn-Sham gap (alpha / beta): 6.32 / 2.65 eV
Spin multiplicity: 3



Formula: C27H42BClN8O4Os
Source: the OMol25 dataset
Level of theory: ωB97M-V/def2-TZVPD

Atoms and positions in Å:
Os -0.370 -0.140 0.131
C 1.840 -3.361 0.140
C 2.352 -2.256 -0.792
C 3.678 -2.652 -1.432
C 1.300 -1.989 -1.820
C 1.249 -2.469 -3.134
C -0.018 -2.172 -3.585
N -0.666 -1.525 -2.611
N 0.132 -1.399 -1.526
B -2.141 -1.208 -2.422
N -2.575 -1.777 -1.028
C -3.706 -2.464 -0.840
C -3.910 -2.628 0.511
C -2.839 -1.979 1.128
N -2.041 -1.454 0.186
C -2.586 -1.985 2.611
C -1.336 -2.801 2.942
C -2.603 -0.596 3.245
N -2.352 0.309 -2.409
C -2.937 1.099 -3.314
C -3.074 2.351 -2.762
C -2.532 2.248 -1.473
N -2.055 1.004 -1.284
C -2.642 3.333 -0.429
C -1.902 4.603 -0.854
C -2.271 2.888 0.976
H 2.565 -3.554 0.932
H 1.692 -4.289 -0.418
H 0.887 -3.087 0.599
H 2.509 -1.337 -0.233
H 3.587 -3.599 -1.971
H 4.436 -2.780 -0.659
H 4.033 -1.881 -2.116
H 2.034 -2.976 -3.666
H -0.514 -2.395 -4.515
H -2.808 -1.740 -3.263
H -4.286 -2.784 -1.688
H -4.707 -3.158 1.003
H -3.440 -2.528 3.026
H -0.444 -2.360 2.500
H -1.431 -3.816 2.554
H -1.194 -2.862 4.023
H -1.831 0.049 2.833
H -2.445 -0.677 4.322
H -3.569 -0.118 3.080
H -3.246 0.707 -4.269
H -3.547 3.211 -3.203
H -3.708 3.584 -0.408
H -0.826 4.447 -0.856
H -2.128 5.422 -0.168
H -2.194 4.912 -1.858
H -1.249 2.523 1.028
H -2.917 2.078 1.309
H -2.375 3.723 1.672
C 0.507 0.001 4.024
C 1.369 -0.050 2.759
C 2.228 1.216 2.690
C 2.265 -1.285 2.765
N 0.454 -0.083 1.615
H 1.161 0.147 4.884
H -0.053 -0.922 4.171
H -0.195 0.835 3.978
H 3.008 1.124 3.447
H 1.639 2.104 2.930
H 2.710 1.324 1.721
H 2.806 -1.322 3.712
H 2.993 -1.234 1.958
H 1.679 -2.199 2.668
C 2.151 3.459 -1.918
C 1.726 2.379 -2.666
C 0.996 1.384 -2.052
N 0.628 1.454 -0.762
C 1.005 2.528 -0.052
C 1.774 3.534 -0.588
H 2.784 4.218 -2.356
H 2.018 2.253 -3.698
H 0.716 0.494 -2.591
H 0.679 2.555 0.974
H 2.083 4.356 0.043
O 5.578 0.054 -1.125
Cl 4.413 0.810 -1.485
O 3.956 0.425 -2.802
O 4.696 2.224 -1.459
O 3.344 0.526 -0.530

HOMO: -8.221 eV
E_LUMO: -0.40 eV
ΔE to the lowest compared entry with this formula, charge and spin: 146.5 kJ/mol
Kohn-Sham gap: 7.82 eV



Formula: C27H42BF4N8OPr
Source: the OMol25 dataset
Level of theory: ωB97M-V/def2-TZVPD

Atoms and positions in Å:
Pr -0.528 0.455 0.122
C 0.785 0.907 -3.468
C -0.342 1.926 -3.594
C -1.714 1.447 -3.188
C -2.658 1.141 -4.161
C -3.941 0.771 -3.788
C -4.268 0.742 -2.443
C -3.269 1.056 -1.536
N -2.016 1.370 -1.878
N 1.272 0.664 -2.078
C 1.847 -0.696 -1.994
C 0.810 -1.707 -2.388
C 1.110 -2.798 -3.189
C 0.078 -3.637 -3.581
C -1.213 -3.339 -3.181
C -1.421 -2.237 -2.367
N -0.428 -1.439 -1.957
C 2.326 1.646 -1.791
C 2.825 1.606 -0.374
C 4.142 1.926 -0.076
C 4.545 1.955 1.248
C 3.621 1.653 2.237
C 2.333 1.326 1.849
N 1.932 1.304 0.576
H 1.634 1.229 -4.084
H 0.447 -0.036 -3.889
H -0.392 2.231 -4.641
H -0.097 2.845 -3.059
H -2.389 1.215 -5.205
H -4.678 0.529 -4.541
H -5.256 0.487 -2.093
H -3.500 1.038 -0.474
H 2.190 -0.871 -0.966
H 2.732 -0.791 -2.639
H 2.127 -2.974 -3.509
H 0.279 -4.497 -4.203
H -2.049 -3.949 -3.486
H -2.411 -1.981 -2.021
H 1.932 2.646 -1.995
H 3.173 1.514 -2.480
H 4.836 2.148 -0.874
H 5.566 2.204 1.504
H 3.887 1.659 3.283
H 1.583 1.072 2.584
N -0.393 3.172 -0.306
C 0.251 4.203 0.535
C -0.492 4.415 1.840
C -0.334 3.295 2.845
N -0.929 2.029 2.375
H 0.048 3.180 -1.218
H -1.350 3.457 -0.509
H 0.311 5.153 -0.004
H 1.276 3.884 0.736
H -1.552 4.603 1.642
H -0.121 5.332 2.300
H -0.782 3.596 3.797
H 0.727 3.126 3.038
H -1.933 2.172 2.266
H -0.889 1.338 3.123
C -0.866 -3.209 4.179
N -0.104 -2.152 3.516
C -0.154 -0.880 4.202
C 0.302 -2.251 2.240
O 0.384 -1.218 1.489
N 0.689 -3.457 1.778
C 1.268 -4.490 2.627
C 0.777 -3.710 0.355
H -1.780 -2.766 4.574
H -0.300 -3.654 4.997
H -1.155 -3.969 3.463
H 0.088 -1.040 5.253
H -1.160 -0.452 4.147
H 0.583 -0.199 3.784
H 1.514 -4.076 3.601
H 2.189 -4.832 2.155
H 0.600 -5.342 2.750
H 0.066 -3.084 -0.167
H 0.518 -4.753 0.171
H 1.788 -3.530 -0.023
F -2.736 -2.353 1.918
B -2.980 -1.178 1.293
F -2.261 -1.174 0.001
F -4.269 -0.850 1.080
F -2.281 -0.096 1.945

Total charge: +2
⟨S²⟩: 2.001
HOMO (alpha / beta): -14.194 / -14.195 eV
E_LUMO (alpha / beta): -4.99 / -4.91 eV
ΔE to the lowest compared entry with this formula, charge and spin: 0.0 kJ/mol
Kohn-Sham gap (alpha / beta): 9.21 / 9.29 eV
Spin multiplicity: 3



| no. | M (g mol⁻¹) |
| --- | --- |
| 1 | 1010.8 |
| 2 | 779.2 |
| 3 | 722.4 |